Record 1
ORCA calculation (ωB97M-V with the def2-TZVPD basis set) on 2 unconnected molecules or ions with the total composition C2H10NO.

Frontier orbital gap (eV): 13.194
Total charge: +1

The geometry in XYZ format:
```
14
Properties=species:S:1:pos:R:3:forces:R:3:mulliken_charge:R:1
C 0.77354 0.14357 1.44817 0.9965 -1.3794 1.0921 -0.806
N 0.30723 -0.10631 0.02972 -0.1598 0.2387 0.4636 -0.145
C 1.32697 -0.73314 -0.85995 0.9713 -1.5825 1.8376 -1.028
H 0.00821 -0.27222 2.12623 0.3926 0.2164 -0.3496 0.313
H 1.71511 -0.44760 1.59423 -0.9284 0.4218 -0.1021 0.339
H 1.00369 1.15100 1.80827 -0.3364 0.1246 -1.0354 0.322
H -0.06922 0.75124 -0.39329 0.0268 -0.3313 0.2293 0.399
H -0.51684 -0.70631 0.15780 0.2815 0.2724 -0.6592 0.412
H 2.26824 -0.25267 -0.59185 -0.0705 0.6583 -1.3125 0.405
H 1.00185 -0.98621 -1.86033 0.0202 1.1130 -0.3249 0.362
H 1.58370 -1.73056 -0.47040 -0.6351 0.0646 0.3144 0.411
H -2.39651 1.08816 -1.40724 0.4362 -0.4522 0.8005 0.316
H -2.88237 0.49520 -0.09708 0.0388 0.0167 0.1289 0.306
O -2.06426 0.65267 -0.58523 -1.0339 0.6189 -1.0827 -0.607
```
Forces are in eV/Å.

=====

Record 2
ORCA calculation (ωB97M-V with the def2-TZVPD basis set) on 4 unconnected molecules or ions with the total composition C2H10NO.

Frontier orbital gap (eV): 5.042
Total charge: +1

The geometry in XYZ format:
```
14
Properties=species:S:1:pos:R:3:forces:R:3:mulliken_charge:R:1
C -2.22385 -0.14446 1.22713 -1.2839 2.0213 4.5084 -0.902
C -1.58033 -0.56173 -0.03768 2.8596 -1.9769 -4.6706 -0.123
N -0.19034 -0.30664 -0.01910 -2.3218 -0.5174 0.8954 -0.107
H -1.63278 -0.63189 2.08290 -1.3341 0.7863 -1.0378 0.355
H -2.18483 1.02858 1.34899 -0.1498 -2.4258 -0.2242 0.359
H -3.33529 -0.49255 1.19093 2.0978 0.4830 -0.0432 0.310
H -1.59781 -1.65962 -0.21984 -0.4462 0.3366 0.7761 0.304
H -2.12859 -0.07695 -0.87116 0.3897 0.5697 0.2493 0.325
H 4.19577 3.80979 -1.27741 2.0810 -1.3160 1.3287 -0.012
H 4.82444 3.41057 -0.87511 -2.0851 1.3143 -1.3285 0.012
H 0.10487 0.63145 -0.27870 -0.1534 0.9652 -0.3602 0.343
H 2.41090 -2.17054 -0.38594 0.3384 -0.8656 1.4207 0.336
H 1.26433 -1.18621 -0.80132 0.9216 -0.6728 0.2325 0.385
O 2.07351 -1.64981 -1.08370 -0.9139 1.2981 -1.7466 -0.586
```
Forces are in eV/Å.

=====

Record 3
ORCA calculation (ωB97M-V with the def2-TZVPD basis set) on 2 unconnected molecules or ions with the total composition C2H10NO.

<S²>: 0.75
Frontier orbital gap (spin up / spin down) (eV): 13.792 / 4.088
2S+1: 2
Total charge: +2

The geometry in XYZ format:
```
14
Properties=species:S:1:pos:R:3:forces:R:3:mulliken_charge:R:1
C 0.11277 1.00861 1.65281 -1.0165 -0.0824 -0.1671 -0.977
C 0.16379 0.19181 0.37177 -0.0061 1.3054 0.8668 -0.226
N -1.16299 0.06174 -0.33012 0.6498 1.3472 -0.0306 -0.284
H 0.46256 0.49068 2.56012 0.2882 0.1853 -0.1541 0.339
H 0.70701 1.92269 1.51502 0.6731 -0.0351 0.1013 0.326
H -0.88944 1.38542 1.88409 -0.0773 -0.3435 -0.0192 0.384
H 0.86504 0.61935 -0.34466 0.1216 -0.0739 -0.1757 0.363
H 0.61451 -0.79666 0.63174 -0.2228 -0.2314 -0.1861 0.354
H -1.10200 -0.80791 -0.85867 -1.1049 -0.2323 -0.0071 0.334
H -1.29770 0.84558 -0.99015 0.4707 -0.3048 -0.2961 0.391
H -1.98210 0.25624 0.26508 0.0699 -1.2936 0.3200 0.381
H 1.14361 -2.55261 -2.10760 0.1942 0.1580 0.1228 0.443
H 1.35576 -1.00098 -2.47561 0.2177 -0.5284 0.3245 0.445
O 1.00919 -1.62397 -1.77382 -0.2576 0.1294 -0.6993 -0.272
```
Forces are in eV/Å.